The following is a DFT calculation (ωB97M-V with the def2-TZVPD basis set) of a cluster of 4 separate species, C26H47FO13S in total at a distorted geometry.

Gap between HOMO and LUMO in eV: 6.31
Calculated total energy in eV: -67868.5462
E_LUMO in eV: -2.599
Strongest force on any atom in eV/A: 9.1
SMILES string: CC(C)CC1=C(C[C@H]2CO2)C(=O)C(S(=O)(=O)F)=C(COO)C1=O.COCCOC.COCCOC.COCCOC
Total charge: 0

Structure (XYZ):
```
88
Properties=species:S:1:pos:R:3:forces:R:3
C 2.44000 0.06463 0.36066 -0.797 -0.334 0.398
C 0.77008 0.03334 0.41879 0.702 -0.653 0.573
C 0.38195 -1.22949 1.40102 0.147 -0.606 -0.052
C 0.16095 -0.07377 -1.10878 0.650 -1.300 -0.181
C -1.32872 -0.75098 -1.19969 -3.743 1.994 -0.156
C -2.58706 0.08249 -1.36187 2.574 -2.102 0.181
C -2.59074 1.70095 -1.60340 -1.459 -0.403 2.546
C -3.26137 2.29509 -0.06139 -2.875 1.330 -2.499
C -3.74962 3.95535 -0.09996 0.613 -1.701 2.356
O -4.77425 2.65788 -0.07840 5.973 -2.029 1.746
C -4.09126 -0.64530 -1.26668 -4.024 1.923 -2.341
O -5.17541 -0.17414 -1.91818 7.248 -3.131 4.445
C -4.15844 -1.96338 -0.24203 4.249 0.001 -1.137
S -5.71750 -2.40746 0.69677 -3.093 -6.395 2.658
O -6.23136 -3.75816 0.05279 1.970 6.375 1.864
O -5.53990 -2.60169 2.22081 -0.018 1.951 -5.574
F -6.94753 -1.17611 0.52198 3.135 -2.248 -0.022
C -2.92091 -2.78213 -0.12037 -2.748 1.460 -0.113
C -2.69040 -4.03881 0.90783 1.500 0.693 0.629
O -2.66801 -5.31724 0.15084 3.224 1.973 4.130
O -3.59828 -5.14803 -0.75534 -3.017 -0.253 -5.344
C -1.61678 -2.39323 -1.08920 2.913 -2.310 -1.966
O -0.85690 -3.32383 -1.68988 -4.997 5.852 4.024
H 2.78837 1.13145 0.01627 -0.413 -2.244 0.681
H 2.79344 -0.19789 1.46191 -0.486 0.912 -2.400
H 2.87386 -0.79772 -0.33393 -1.021 1.987 1.341
H 0.41091 1.02359 0.93495 0.593 -1.856 -1.054
H 1.09115 -1.25043 2.35905 -1.683 0.259 -2.073
H 0.58646 -2.26438 0.85186 -0.438 2.183 0.992
H -0.74472 -1.23124 1.76166 2.266 0.125 -0.776
H 0.89468 -0.79105 -1.71275 -1.635 1.437 1.264
H 0.26527 0.98136 -1.59935 -0.673 -2.075 0.790
H -1.53854 2.20148 -1.69439 -2.110 -1.257 0.027
H -3.36516 2.01556 -2.42438 1.622 -0.618 1.707
H -2.72998 1.86575 0.99384 -1.764 1.366 -2.988
H -4.65190 4.44239 0.42955 1.166 0.582 -1.825
H -3.07636 4.07137 0.88128 -1.609 -0.604 -0.285
H -1.60193 -3.87163 1.37828 -2.321 -0.513 -1.124
H -3.43089 -4.08284 1.81429 0.980 0.271 -2.112
H -3.13191 -5.14621 -1.65545 -0.583 -0.005 1.695
C 7.01796 -1.29957 1.27276 -0.140 -0.010 -0.127
O 6.24694 -0.18064 0.84420 0.391 0.051 0.152
C 6.68770 1.04232 1.43653 -0.020 0.009 -0.574
C 7.56042 1.85184 0.47013 0.289 -0.335 0.333
O 8.78769 1.17506 0.18456 -0.488 -0.023 -0.104
C 8.75909 0.50357 -1.07003 0.145 -0.007 0.079
H 6.81654 -2.13497 0.59448 -0.057 0.190 0.094
H 8.09207 -1.08743 1.25487 -0.124 0.023 0.009
H 6.71437 -1.58476 2.28474 0.111 -0.068 0.034
H 7.22004 0.84938 2.37570 0.045 0.017 -0.143
H 5.79485 1.62213 1.67239 -0.089 0.098 0.030
H 7.82042 2.80441 0.94039 -0.030 -0.001 0.028
H 7.01589 2.07508 -0.45824 0.014 -0.130 0.143
H 8.87364 1.23037 -1.88038 -0.058 -0.077 -0.085
H 7.83331 -0.06072 -1.21048 0.022 0.071 -0.010
H 9.59866 -0.19678 -1.10496 -0.072 0.179 0.081
C 4.76823 -0.32475 -6.58339 -0.125 0.151 0.004
O 4.10387 0.12920 -5.40752 0.390 -0.274 0.063
C 4.38292 -0.69343 -4.27343 0.126 0.574 0.023
C 5.44528 -0.05955 -3.36764 0.134 -0.365 -0.333
O 6.71284 0.01727 -4.02578 -0.368 0.289 -0.029
C 6.98095 1.31737 -4.53918 0.125 -0.166 -0.019
H 4.73751 0.47856 -7.32654 -0.087 -0.107 0.186
H 5.81523 -0.57994 -6.38924 -0.115 0.009 0.025
H 4.24335 -1.19738 -6.98420 0.105 -0.043 -0.072
H 4.68722 -1.69888 -4.58826 0.072 0.120 0.040
H 3.45330 -0.78715 -3.71125 -0.094 -0.024 0.101
H 5.57950 -0.68977 -2.48393 -0.033 -0.006 0.031
H 5.12628 0.93456 -3.02383 -0.012 -0.136 -0.134
H 7.27056 1.98468 -3.72136 -0.031 0.113 -0.036
H 6.11865 1.73446 -5.06614 0.002 -0.037 0.062
H 7.81387 1.24404 -5.24449 -0.083 -0.089 0.167
C -8.58204 -0.43290 5.26799 -0.153 -0.017 -0.149
O -9.35306 0.68602 4.83944 0.457 0.104 0.203
C -8.91230 1.90898 5.43177 -0.052 -0.044 -0.591
C -8.03958 2.71850 4.46537 0.244 -0.333 0.317
O -6.81231 2.04173 4.17980 -0.431 -0.005 -0.074
C -6.84091 1.37024 2.92520 0.118 0.033 -0.004
H -8.78346 -1.26830 4.58972 -0.047 0.203 0.097
H -7.50793 -0.22077 5.25011 -0.116 0.017 0.003
H -8.88563 -0.71809 6.27998 0.105 -0.065 0.042
H -8.37996 1.71605 6.37094 0.053 0.017 -0.134
H -9.80515 2.48880 5.66763 -0.079 0.097 0.025
H -7.77958 3.67108 4.93563 -0.025 0.007 0.035
H -8.58411 2.94174 3.53700 0.025 -0.137 0.161
H -6.72636 2.09704 2.11486 -0.031 -0.085 -0.095
H -7.76669 0.80595 2.78475 0.038 0.040 0.029
H -6.00134 0.66989 2.89028 -0.070 0.136 0.092
```
Positions in Å, forces in eV/Å.

Want to see where the charge sits? The Mulliken charges in e are:
1 C -1.1035
2 C 0.4827
3 C -0.9692
4 C -0.7313
5 C 0.4526
6 C 0.0225
7 C -0.4500
8 C 0.1282
9 C -0.8994
10 O -0.2900
11 C 0.2613
12 O -0.5256
13 C 0.4716
14 S 1.2571
15 O -0.5510
16 O -0.5592
17 F -0.2678
18 C 0.0451
19 C -0.4352
20 O -0.2072
21 O -0.3013
22 C 0.1562
23 O -0.5639
24 H 0.3169
25 H 0.2787
26 H 0.2137
27 H 0.1897
28 H 0.3901
29 H 0.1956
30 H 0.1783
31 H 0.2251
32 H 0.3092
33 H 0.2061
34 H 0.3553
35 H 0.3225
36 H 0.4194
37 H 0.1739
38 H 0.1541
39 H 0.3261
40 H 0.3366
41 C -0.8837
42 O -0.2074
43 C -0.4806
44 C -0.4309
45 O -0.4031
46 C -0.5458
47 H 0.2505
48 H 0.3866
49 H 0.2762
50 H 0.3666
51 H 0.3656
52 H 0.4095
53 H 0.1711
54 H 0.2620
55 H 0.1724
56 H 0.3124
57 C -0.7016
58 O -0.3654
59 C -0.6167
60 C -0.1166
61 O -0.3773
62 C -0.8263
63 H 0.2456
64 H 0.2991
65 H 0.3178
66 H 0.3756
67 H 0.2742
68 H 0.2168
69 H 0.2987
70 H 0.3178
71 H 0.3868
72 H 0.2530
73 C -0.7113
74 O -0.3793
75 C -0.4856
76 C -0.4628
77 O -0.3935
78 C -0.6946
79 H 0.2360
80 H 0.3131
81 H 0.3266
82 H 0.3069
83 H 0.3744
84 H 0.3863
85 H 0.3038
86 H 0.3481
87 H 0.3558
88 H 0.1589